Entry 1:
The following is a quantum chemistry calculation of 11 unconnected molecules or ions with the total composition C30H44Cl6O24 at a distorted geometry, from the Open Molecules 2025 dataset.

```
104
Properties=species:S:1:pos:R:3:mulliken_charge:R:1
O -8.64 8.97 -5.48 -0.601
C -9.31 10.00 -5.45 0.479
O -8.78 11.26 -5.76 -0.305
C -9.86 12.07 -5.87 0.342
C -10.87 11.43 -4.88 -0.247
O -10.51 10.10 -5.01 -0.282
H -9.32 12.98 -5.60 0.109
H -10.27 12.16 -6.87 -0.011
H -11.90 11.70 -5.10 0.302
H -10.73 11.85 -3.88 0.272
O -10.63 11.45 -10.55 -0.590
C -10.03 10.52 -10.01 0.769
O -8.73 10.29 -9.90 -0.195
C -8.36 9.06 -9.36 -0.227
C -9.74 8.56 -8.91 -0.377
O -10.69 9.43 -9.48 -0.416
H -7.75 8.37 -9.93 0.320
H -7.83 9.29 -8.43 0.233
H -9.76 8.46 -7.82 0.160
H -9.93 7.58 -9.34 0.322
O -14.31 15.25 -4.31 -0.559
C -13.42 15.35 -5.13 0.569
O -12.97 16.47 -5.73 -0.368
C -11.96 16.04 -6.73 0.097
C -12.14 14.59 -6.81 0.438
O -12.69 14.29 -5.55 -0.328
H -12.14 16.47 -7.72 0.286
H -10.95 16.38 -6.51 -0.151
H -11.12 14.21 -6.73 -0.296
H -12.62 14.22 -7.72 0.252
O -9.40 19.58 -5.61 -0.585
C -8.93 18.55 -6.06 0.586
O -8.80 18.25 -7.36 -0.447
C -8.54 16.87 -7.57 0.754
C -8.10 16.43 -6.21 0.516
O -8.63 17.48 -5.31 -0.367
H -9.37 16.36 -8.05 -0.376
H -7.70 17.03 -8.24 0.020
H -7.01 16.48 -6.18 0.181
H -8.43 15.42 -5.98 -0.214
O -10.05 17.79 -10.41 -0.492
C -8.99 18.16 -10.85 0.241
O -8.00 17.26 -11.20 0.240
C -6.82 17.99 -11.44 0.920
C -7.09 19.37 -11.12 -0.228
O -8.44 19.43 -10.73 -0.379
H -6.13 17.65 -10.67 -0.671
H -6.47 17.51 -12.35 -0.151
H -6.91 19.90 -12.06 0.268
H -6.49 19.65 -10.26 0.301
O -9.17 10.68 -16.87 -0.558
C -9.06 10.95 -15.67 0.557
O -7.86 10.96 -14.97 -0.423
C -8.05 11.40 -13.60 0.117
C -9.53 11.25 -13.36 0.164
O -10.04 11.10 -14.70 -0.377
H -7.44 10.92 -12.84 0.385
H -7.77 12.46 -13.57 -0.111
H -10.06 12.09 -12.93 0.006
H -9.65 10.33 -12.78 0.213
O -8.36 15.24 -14.04 -0.439
C -9.08 14.88 -14.88 0.258
O -8.66 15.08 -16.18 -0.393
C -9.47 14.21 -16.96 -0.233
C -10.71 14.29 -16.16 -0.439
O -10.20 14.40 -14.81 0.009
H -9.73 14.47 -17.99 0.343
H -8.98 13.24 -17.03 0.074
H -11.17 13.31 -16.25 0.317
H -11.38 15.05 -16.56 0.387
O -1.19 16.25 -13.65 -0.514
C -2.32 15.91 -13.62 0.647
O -2.87 15.08 -12.77 -0.370
C -4.06 14.67 -13.30 0.487
C -4.39 15.57 -14.44 -0.038
O -3.30 16.47 -14.42 -0.391
H -3.99 13.59 -13.46 0.307
H -4.79 14.74 -12.49 -0.494
H -5.26 16.23 -14.33 0.130
H -4.49 15.01 -15.37 0.243
Cl -8.65 13.72 -8.26 -0.347
C -8.81 14.12 -9.95 0.984
C -7.58 13.73 -10.77 0.020
Cl -6.24 14.50 -9.93 -0.055
H -8.89 15.19 -9.78 -0.783
H -9.73 13.72 -10.38 -0.145
H -7.62 14.02 -11.82 -0.277
H -7.55 12.66 -10.55 0.532
Cl -11.66 15.32 -11.68 0.007
C -13.09 14.58 -12.40 -0.438
C -14.06 15.59 -12.81 -0.346
Cl -15.18 14.88 -13.99 -0.209
H -13.50 13.84 -11.72 0.354
H -12.64 13.95 -13.17 0.099
H -13.64 16.44 -13.35 0.254
H -14.59 16.02 -11.95 0.343
Cl -4.15 18.15 -9.36 -0.189
C -3.51 16.53 -8.74 -0.262
C -4.18 16.17 -7.39 0.366
Cl -3.33 16.83 -6.00 -0.183
H -2.45 16.47 -8.49 0.479
H -3.64 15.81 -9.55 0.012
H -4.06 15.09 -7.34 0.344
H -5.24 16.44 -7.34 -0.531
```

Values from the calculation:
**Kohn-Sham gap**: 10.701 eV
**E_HOMO**: -10.8 eV
**Total charge**: 0
**Lowest unoccupied orbital energy**: -0.14 eV
**Structure (SMILES)**: O=C1OCCO1.O=C1OCCO1.O=C1OCCO1.O=C1OCCO1.O=C1OCCO1.O=C1OCCO1.O=C1OCCO1.O=C1OCCO1.ClCCCl.ClCCCl.ClCCCl
**ΔE to the lowest compared entry with this formula, charge and spin**: 118.6 kcal/mol


Entry 2:
The following is a quantum chemistry calculation of a molecular structure, C30H44N11S2Ti, from the Open Molecules 2025 dataset.

```
88
Properties=species:S:1:pos:R:3:lowdin_spin:R:1
Ti 0.52 0.03 -0.09 1.644
C -2.41 -2.09 0.29 0.002
C -3.02 -1.19 -0.80 0.001
N -2.67 0.20 -0.62 0.003
C -3.61 1.02 0.09 0.000
C -3.75 0.67 1.57 0.001
S -2.20 0.76 2.52 0.010
C -1.97 -0.96 3.05 0.001
C -1.00 -1.83 2.25 0.005
N -1.07 -1.67 0.77 0.009
H -3.09 -2.13 1.14 0.000
H -2.37 -3.12 -0.10 0.000
H -2.65 -1.51 -1.77 0.000
H -4.11 -1.35 -0.81 0.000
H -2.41 0.63 -1.50 0.000
H -3.26 2.05 0.02 0.000
H -4.62 0.98 -0.35 0.000
H -4.46 1.36 2.04 0.000
H -4.16 -0.33 1.70 0.000
H -1.60 -0.92 4.08 0.000
H -2.96 -1.40 3.11 0.000
H 0.02 -1.59 2.55 0.002
H -1.19 -2.87 2.54 0.000
H -0.41 -2.37 0.43 0.001
N 3.48 -3.20 0.05 0.003
C 2.39 -2.74 -0.57 0.009
N 1.90 -1.75 0.15 0.008
C 2.76 -1.64 1.20 0.008
N 3.74 -2.51 1.18 0.013
C 2.50 -0.59 2.17 0.048
C 3.23 -0.38 3.34 -0.009
N 2.91 0.56 4.20 0.058
C 1.84 1.30 3.90 -0.002
C 1.12 1.12 2.74 0.053
N 1.46 0.19 1.84 0.037
H 4.09 -3.96 -0.22 0.000
H 2.00 -3.11 -1.50 0.001
H 4.08 -1.01 3.56 -0.001
H 1.55 2.07 4.61 -0.001
H 0.24 1.71 2.52 0.004
C 2.78 4.28 -0.39 0.000
C 2.84 3.07 0.54 0.003
C 3.89 2.07 0.13 0.000
C 5.17 2.17 0.65 0.000
C 6.18 1.34 0.20 -0.001
C 5.90 0.42 -0.79 0.000
C 4.63 0.29 -1.34 -0.001
C 4.45 -0.75 -2.42 0.001
C 5.03 -0.33 -3.77 0.000
C 3.59 1.11 -0.86 0.002
N 2.25 0.90 -1.28 0.003
C 1.96 0.89 -2.54 0.021
C 0.86 0.13 -3.02 0.005
C 0.63 -0.29 -4.34 0.016
C -0.18 -1.42 -4.25 0.003
C -0.40 -1.63 -2.88 0.017
N 0.21 -0.70 -2.13 0.005
H 2.03 5.00 -0.07 0.000
H 2.53 3.95 -1.40 0.000
H 3.75 4.78 -0.42 0.000
H 1.88 2.55 0.50 0.002
H 3.03 3.39 1.57 0.000
H 5.38 2.92 1.40 0.000
H 7.18 1.42 0.61 0.000
H 6.69 -0.23 -1.15 0.000
H 3.40 -1.02 -2.54 0.000
H 4.97 -1.66 -2.10 0.000
H 4.53 0.57 -4.16 0.000
H 4.91 -1.12 -4.51 0.000
H 6.09 -0.10 -3.68 0.000
H 2.64 1.34 -3.27 0.001
H 1.04 0.16 -5.23 0.001
H -0.55 -2.03 -5.06 0.000
H -0.96 -2.44 -2.43 0.001
C -2.82 5.39 1.05 0.000
N -2.03 4.53 0.17 0.000
C -0.94 3.80 0.46 0.003
S -0.54 2.53 -0.60 0.011
N -0.18 4.12 1.51 0.000
C -0.11 5.40 2.21 0.000
H -3.76 5.59 0.54 0.000
H -2.34 6.34 1.25 0.000
H -3.04 4.89 1.99 0.000
H -2.48 4.22 -0.68 0.000
H 0.67 3.58 1.53 0.000
H -0.08 6.23 1.51 0.000
H 0.83 5.41 2.77 0.000
H -0.92 5.53 2.91 0.000
```

Values from the calculation:
**Kohn-Sham gap (spin up / spin down)**: 6.086 / 6.895 eV
**E_HOMO (spin up / spin down)**: -8.9 / -9.8 eV
**Total charge**: +1
**Lowest unoccupied orbital energy (spin up / spin down)**: -2.83 / -2.93 eV
**⟨S²⟩**: 2.0107
**2S+1**: 3
**ΔE to the lowest compared entry with this formula, charge and spin**: 11.7 kcal/mol


Entry 3:
The following is a quantum chemistry calculation of a molecular structure, C30H44N3Si2TeTl, from the Open Molecules 2025 dataset.

```
81
Properties=species:S:1:pos:R:3:mulliken_charge:R:1
Tl 0.80 2.78 0.78 0.329
C -1.86 -1.59 -1.43 -0.386
C -2.70 -1.16 -2.61 1.165
C -3.76 -1.96 -3.04 -0.655
C -4.52 -1.64 -4.15 -0.735
C -4.22 -0.49 -4.87 -0.602
C -3.18 0.32 -4.46 -0.872
C -2.43 0.01 -3.33 -0.082
N -1.36 0.85 -2.97 0.388
C -1.18 1.46 -1.73 -0.057
N -2.27 1.42 -0.94 0.176
C -2.53 1.84 0.40 1.145
C -1.56 2.45 1.20 -0.963
C -2.00 2.81 2.48 -0.253
C -3.27 2.54 2.96 -1.213
C -4.19 1.92 2.12 -0.735
C -3.84 1.58 0.83 0.950
C -4.87 0.94 -0.07 -1.408
N -0.05 2.02 -1.43 -0.112
C 1.04 1.92 -2.33 -0.705
C 1.71 0.71 -2.49 0.215
C 2.80 0.61 -3.34 -0.777
C 3.23 1.73 -4.04 -0.665
C 2.57 2.93 -3.87 -0.833
C 1.47 3.05 -3.02 1.230
C 0.75 4.36 -2.85 -1.171
H -1.88 -2.67 -1.33 0.644
H -2.23 -1.15 -0.50 0.105
H -0.83 -1.26 -1.55 -0.425
H -3.96 -2.88 -2.50 0.442
H -5.32 -2.29 -4.46 0.407
H -4.80 -0.23 -5.75 0.396
H -2.94 1.23 -5.01 0.454
H -0.81 1.24 -3.72 0.374
H -3.08 1.04 -1.40 -0.196
H -1.31 3.33 3.14 0.375
H -3.55 2.82 3.97 0.389
H -5.19 1.71 2.47 0.321
H -5.82 0.86 0.46 0.389
H -4.59 -0.07 -0.39 0.236
H -5.06 1.53 -0.97 0.383
H 1.37 -0.14 -1.91 0.142
H 3.31 -0.34 -3.45 0.457
H 4.08 1.66 -4.70 0.408
H 2.91 3.81 -4.41 0.389
H 1.27 5.16 -3.37 0.441
H 0.67 4.62 -1.79 0.186
H -0.27 4.30 -3.23 0.228
C 1.24 -1.19 5.22 -1.094
Si 2.32 0.22 4.58 0.130
C 3.86 0.33 5.66 -1.034
C 1.37 1.85 4.65 -0.541
C 2.81 -0.11 2.79 -0.716
Te 1.08 -0.36 1.51 -0.018
C 1.08 -2.53 1.69 -0.807
Si 2.11 -3.44 0.40 0.197
C 3.86 -2.73 0.39 -1.053
C 2.19 -5.27 0.86 -1.086
C 1.34 -3.28 -1.31 -0.536
H 0.92 -1.01 6.24 0.377
H 1.79 -2.14 5.21 0.307
H 0.35 -1.32 4.60 0.343
H 3.59 0.50 6.70 0.298
H 4.52 1.15 5.35 0.317
H 4.44 -0.60 5.62 0.299
H 1.08 2.10 5.68 0.383
H 0.46 1.79 4.06 -0.088
H 1.98 2.68 4.27 0.308
H 3.42 -1.01 2.68 0.165
H 3.38 0.73 2.38 0.551
H 0.03 -2.84 1.64 0.612
H 1.43 -2.74 2.70 0.214
H 4.37 -2.92 1.33 0.316
H 3.84 -1.65 0.23 0.322
H 4.46 -3.17 -0.41 0.374
H 2.65 -5.42 1.84 0.298
H 2.77 -5.83 0.12 0.304
H 1.19 -5.72 0.90 0.315
H 1.21 -2.23 -1.57 -0.036
H 0.36 -3.76 -1.35 0.243
H 1.97 -3.74 -2.07 0.419
```

Values from the calculation:
**Kohn-Sham gap**: 7.247 eV
**E_HOMO**: -7.1 eV
**Total charge**: 0
**Lowest unoccupied orbital energy**: 0.16 eV
**ΔE to the lowest compared entry with this formula, charge and spin**: 4.5 kcal/mol


Entry 4:
The following is a quantum chemistry calculation of a molecular structure, C30H44N5O2S4SiSr at a distorted geometry, from the Open Molecules 2025 dataset.

```
87
Properties=species:S:1:pos:R:3:mulliken_charge:R:1
Sr 1.10 -1.21 0.76 1.914
C 1.36 -1.92 3.50 0.072
C 0.63 -2.90 2.65 -0.940
S 1.60 -3.66 1.34 0.020
C 2.79 -2.38 1.49 -0.101
C 3.33 -1.95 0.20 -1.445
S 3.37 -0.18 0.32 0.396
C 4.23 -0.14 1.87 -0.515
C 3.39 -0.16 3.14 -0.520
S 1.60 -0.19 3.00 0.114
H 2.35 -2.35 3.76 0.333
H 0.82 -1.87 4.45 0.546
H -0.30 -2.50 2.27 0.354
H 0.36 -3.72 3.32 0.789
H 3.62 -2.68 2.19 0.722
H 2.33 -1.53 1.89 -2.969
H 2.74 -2.29 -0.64 0.475
H 4.35 -2.35 0.07 0.493
H 4.84 0.76 1.87 0.473
H 4.90 -1.02 1.88 0.387
H 3.64 0.70 3.76 0.543
H 3.67 -1.07 3.70 0.277
C -0.14 -2.86 -3.44 -1.247
Si -0.63 -1.17 -2.63 0.377
C 0.39 0.15 -3.60 -1.242
C -2.53 -0.89 -2.83 0.464
C -3.42 -1.92 -2.47 -0.556
C -4.79 -1.74 -2.53 -0.623
C -5.32 -0.52 -2.92 -0.534
C -4.46 0.52 -3.24 -0.626
C -3.09 0.33 -3.21 -0.254
H -0.43 -2.92 -4.49 0.391
H -0.59 -3.70 -2.92 0.297
H 0.94 -2.97 -3.39 0.317
H 0.49 -0.08 -4.66 0.455
H 1.38 0.18 -3.14 0.286
H -0.03 1.15 -3.51 0.264
H -3.01 -2.85 -2.13 0.277
H -5.44 -2.56 -2.28 0.533
H -6.39 -0.38 -2.98 0.412
H -4.87 1.48 -3.53 0.421
H -2.44 1.15 -3.47 0.358
C -3.17 -6.85 1.48 -0.962
N -3.31 -5.43 1.24 0.117
C -4.45 -4.90 0.78 -0.012
C -4.57 -3.56 0.57 -0.981
C -3.43 -2.75 0.87 0.553
N -2.31 -3.28 1.30 -0.129
C -2.18 -4.61 1.51 0.093
O -1.17 -5.14 1.92 -0.684
N -3.48 -1.41 0.76 -0.252
H -4.14 -7.34 1.45 0.327
H -2.72 -6.99 2.46 0.303
H -2.51 -7.30 0.74 0.305
H -5.27 -5.58 0.60 0.351
H -5.47 -3.12 0.21 0.543
H -4.21 -1.03 0.17 0.288
H -2.56 -0.95 0.77 0.031
C -2.74 3.87 -0.48 -1.477
C -2.36 2.43 -0.17 0.491
C -1.43 2.33 1.04 -0.521
N -0.34 3.28 0.99 -0.115
C 0.72 3.14 0.19 -0.023
S 0.76 1.99 -1.01 -0.164
N 1.74 4.07 0.31 -0.013
C 3.07 3.77 0.07 0.140
O 3.47 2.63 0.07 -0.509
C 3.97 4.93 -0.12 0.554
C 3.85 6.10 0.62 -0.309
C 4.75 7.13 0.43 -0.722
C 5.75 7.02 -0.52 -0.424
C 5.88 5.85 -1.26 -0.598
C 4.99 4.81 -1.05 -0.457
H -3.49 3.91 -1.27 0.439
H -1.87 4.42 -0.82 0.270
H -3.15 4.37 0.40 0.337
H -1.86 1.97 -1.02 -0.246
H -3.25 1.84 0.06 0.368
H -1.00 1.29 1.04 -0.314
H -2.00 2.54 1.95 0.662
H -0.32 4.00 1.70 0.282
H 1.51 5.04 0.50 0.274
H 3.09 6.19 1.38 0.374
H 4.66 8.03 1.02 0.400
H 6.46 7.83 -0.66 0.398
H 6.66 5.76 -1.99 0.404
H 5.08 3.89 -1.62 0.422
```

Values from the calculation:
**Kohn-Sham gap**: 4.640 eV
**E_HOMO**: -7.4 eV
**Total charge**: +1
**Lowest unoccupied orbital energy**: -2.72 eV
**ΔE to the lowest compared entry with this formula, charge and spin**: 204.1 kcal/mol


Entry 5:
The following is a quantum chemistry calculation of 2 unconnected molecules or ions with the total composition C30H45Cl3FIN2O9P2S at a distorted geometry, from the Open Molecules 2025 dataset.

```
94
Properties=species:S:1:pos:R:3:mulliken_charge:R:1
C -1.24 0.29 1.86 -0.724
C -0.58 0.05 0.90 -1.221
C 0.24 -0.20 -0.29 2.012
O 1.61 -0.39 -0.10 0.138
C 2.51 0.42 0.59 -0.362
C 3.86 0.39 -0.23 -1.501
C 3.74 0.00 -1.70 -0.461
C 3.97 -1.51 -1.84 -0.331
O 3.74 -2.00 -3.14 -0.476
C 2.92 -0.14 1.97 -1.539
C 1.94 -0.21 3.14 0.017
C 1.71 1.09 3.89 -0.282
N 0.38 1.60 4.03 -0.250
O 2.65 1.64 4.40 -0.545
S 2.20 2.22 0.70 1.846
O 0.94 2.56 1.28 -0.552
O 2.54 2.92 -0.49 -0.646
F 3.30 2.62 1.74 -0.262
P -0.27 1.10 -1.55 0.817
O 0.76 1.51 -2.51 -0.731
C -0.31 -1.66 -0.81 -0.907
I 0.53 -1.93 -2.80 0.127
O -1.71 -1.52 -0.75 -0.618
C -2.61 -2.35 -1.44 0.930
Cl -2.06 -4.05 -1.63 -0.089
C -3.02 -1.79 -2.85 -0.648
C -2.96 -2.74 -4.04 -0.627
C -3.39 -1.95 -5.32 -0.876
C -2.41 -2.15 -6.49 -0.601
C -1.34 -1.04 -6.56 -0.934
C -3.90 -2.36 -0.55 -0.105
Cl -4.53 -3.87 0.03 -0.133
C -4.52 -1.23 -0.18 0.323
C -4.11 0.15 -0.58 -0.855
Cl -5.92 -1.29 0.84 -0.201
P 0.38 -2.89 0.47 0.699
C 1.37 -4.23 -0.31 -0.531
C 0.64 -5.55 -0.69 -1.424
C -0.98 -3.56 1.50 0.097
C -0.41 -4.70 2.38 -1.364
H -1.92 0.70 2.56 0.598
H 4.54 -0.32 0.25 0.642
H 4.37 1.35 -0.15 0.683
H 4.58 0.48 -2.22 0.554
H 2.84 0.35 -2.20 0.093
H 5.02 -1.69 -1.58 0.511
H 3.37 -2.03 -1.08 -0.106
H 4.56 -2.30 -3.53 0.312
H 3.22 -1.16 1.75 0.594
H 3.82 0.36 2.32 0.650
H 1.01 -0.74 2.93 -0.114
H 2.44 -0.83 3.89 0.587
H 0.09 1.56 5.00 0.293
H 0.35 2.56 3.74 0.199
H -1.42 0.60 -2.19 -0.219
H -0.72 2.19 -0.78 0.019
H -4.04 -1.44 -2.79 0.377
H -2.39 -0.93 -3.11 -0.092
H -1.96 -3.10 -4.23 0.421
H -3.67 -3.56 -3.94 0.336
H -3.51 -0.89 -5.10 0.488
H -4.37 -2.33 -5.64 0.382
H -2.95 -2.16 -7.44 0.396
H -1.90 -3.10 -6.38 0.374
H -1.13 -0.82 -7.61 0.373
H -1.67 -0.12 -6.08 0.257
H -0.40 -1.34 -6.10 0.108
H -3.24 0.18 -1.21 -0.113
H -4.96 0.67 -1.02 0.466
H -3.87 0.70 0.33 0.372
H 1.94 -3.89 -1.17 0.331
H 2.11 -4.50 0.45 0.617
H 0.51 -5.63 -1.77 0.287
H -0.36 -5.58 -0.25 0.210
H 1.21 -6.42 -0.37 0.352
H -1.29 -2.76 2.17 0.413
H -1.87 -3.89 0.97 0.090
H -0.79 -5.67 2.08 0.382
H -0.60 -4.51 3.43 0.355
H 0.68 -4.76 2.29 0.317
O 0.03 8.61 7.08 -0.604
N -0.49 8.60 5.98 1.005
O -1.48 9.23 5.68 -0.605
C 0.13 7.75 4.94 0.037
C 1.24 7.00 5.27 -0.311
C 1.81 6.19 4.30 -0.492
C 1.26 6.15 3.02 -0.340
C 0.15 6.92 2.71 -0.546
C -0.42 7.73 3.68 -0.276
H 1.66 7.03 6.26 0.447
H 2.67 5.58 4.54 0.405
H 1.70 5.51 2.26 0.433
H -0.27 6.89 1.71 0.396
H -1.29 8.34 3.44 0.446
```

Values from the calculation:
**Kohn-Sham gap**: 7.702 eV
**E_HOMO**: -8.0 eV
**Total charge**: 0
**Lowest unoccupied orbital energy**: -0.32 eV
**Structure (SMILES)**: C#C[C@](O[C@](CCCO)(CCC(N)=O)S(=O)(=O)F)([PH2]=O)[C@](I)(O[C@](Cl)(CCCCC)/C(Cl)=C(\C)Cl)P(CC)CC.O=[N+]([O-])c1ccccc1